Below is a structure of composition C14H12Br2N4O3W at a distorted geometry, with properties calculated with wB97M-V/def2-TZVPD.

```
36
Properties=species:S:1:pos:R:3:forces:R:3:mulliken_charge:R:1
W -0.626 0.617 0.564 0.2 -0.1 -1.0 1.37
N -2.031 0.210 2.195 0.4 -0.2 0.2 -0.46
C -0.961 0.082 3.279 0.5 0.4 0.2 -0.63
C -0.054 1.294 3.058 0.0 -0.2 0.0 0.62
O -0.086 2.304 3.665 0.2 0.0 0.1 -0.33
N 0.753 1.225 1.778 -0.6 0.6 0.4 -0.30
C 1.428 2.488 1.559 0.1 0.3 -0.3 -0.64
C 0.584 3.687 1.131 0.8 -0.1 0.5 0.58
O 0.269 4.716 0.875 -0.4 0.1 -0.1 0.07
O -1.238 2.165 0.328 -0.8 0.0 -0.4 -0.63
H -2.650 -0.606 2.220 0.0 0.0 0.0 0.29
H -2.623 1.024 2.399 -0.1 -0.1 -0.1 0.40
H -1.326 0.164 4.306 -0.4 -0.2 -0.1 0.45
H -0.424 -0.860 3.138 0.0 0.0 0.1 0.40
H 1.881 2.903 2.474 0.2 -0.3 0.0 0.47
H 2.179 2.410 0.764 0.1 0.0 0.1 0.43
Br 0.576 -5.790 -1.206 0.0 0.0 0.0 0.14
C 0.128 -4.091 -0.738 0.0 0.0 0.0 -0.17
C -0.701 -3.832 0.369 0.0 0.0 0.0 -0.79
C -0.979 -2.537 0.702 0.1 -0.1 0.1 -0.14
N -0.495 -1.458 0.012 -0.4 0.1 0.2 -0.30
C 0.248 -1.718 -1.117 0.0 0.0 0.0 1.03
C 0.585 -2.988 -1.494 0.0 0.0 0.0 -0.45
C 0.546 -0.511 -1.901 0.0 0.0 0.0 0.53
C 1.169 -0.496 -3.109 0.0 0.0 0.0 -0.47
C 1.221 0.698 -3.874 0.0 0.0 0.1 -0.05
Br 2.028 0.731 -5.484 0.0 0.0 -0.1 0.21
C 0.566 1.851 -3.361 0.0 0.0 0.0 -0.58
C -0.011 1.802 -2.140 0.0 0.0 0.0 -0.41
N 0.031 0.662 -1.330 0.2 -0.2 0.1 0.17
H -1.118 -4.642 0.954 0.0 0.0 0.0 0.48
H -1.611 -2.346 1.559 0.0 0.0 0.0 0.53
H 1.183 -3.170 -2.377 0.0 0.0 0.0 0.51
H 1.592 -1.402 -3.520 0.0 0.0 0.0 0.53
H 0.511 2.762 -3.943 0.0 0.0 0.0 0.50
H -0.544 2.652 -1.736 0.0 0.0 0.0 0.62
```
Forces are in eV/Å.

Largest force on an atom, hartree/bohr: 0.020
HOMO level, eV: -21.6556
Total charge: +4
Frontier orbital gap, Eh: 0.177
ΔE to the lowest compared entry with this formula, charge and spin, eV: 1.875